P:
The following is a quantum chemistry calculation of 16 unconnected molecules or ions with the total composition C48H112N16O16, from the Open Molecules 2025 dataset.

Summary:
E_HOMO   -9.1 eV
LUMO level   -0.1 eV
Kohn-Sham gap   9.00 eV

The geometry in ORCA input format:
```
! RIJCOSX wB97M-V def2-TZVPD def2/J DEFGRID3
* xyz 0 1
C 29.22709 -14.84505 -30.01095
C 29.84970 -13.45923 -29.79589
O 30.76570 -13.32546 -28.97012
N 29.47763 -12.49881 -30.62957
C 30.18396 -11.22520 -30.68537
H 29.51400 -15.45438 -30.86798
H 28.14015 -14.76347 -30.00941
H 29.61384 -15.40682 -29.16069
H 28.51360 -12.58139 -30.91928
H 29.50165 -10.38872 -30.53420
H 30.73565 -11.12944 -31.62055
H 30.92974 -11.21654 -29.89048
C 32.65338 -6.02415 -33.54270
C 31.58973 -5.11299 -33.01673
O 30.36833 -5.23579 -33.25521
N 32.16754 -4.26488 -32.15128
C 31.46735 -3.44743 -31.17674
H 32.35523 -6.86594 -34.16768
H 33.16492 -6.59003 -32.76414
H 33.32479 -5.40902 -34.14180
H 33.17436 -4.20366 -32.20284
H 31.62073 -2.42986 -31.53608
H 31.96964 -3.37725 -30.21194
H 30.38548 -3.57356 -31.13494
C 36.65018 -9.97709 -36.78521
C 36.57968 -8.89870 -37.84492
O 37.44200 -8.89273 -38.69234
N 35.65941 -7.94419 -37.74175
C 35.58595 -6.77152 -38.61117
H 36.87836 -11.00598 -37.06344
H 35.74489 -10.11678 -36.19442
H 37.49326 -9.65442 -36.17433
H 34.73814 -8.13019 -37.37193
H 34.67328 -7.06531 -39.12964
H 36.41180 -6.54538 -39.28567
H 35.19444 -5.97464 -37.97888
C 42.02418 -3.70541 -28.82457
C 42.63349 -3.27784 -27.44670
O 42.70525 -2.10076 -27.14521
N 42.65336 -4.33469 -26.62457
C 43.26804 -4.05633 -25.30902
H 41.84599 -4.76730 -28.99407
H 42.45560 -3.37331 -29.76885
H 41.06903 -3.18776 -28.73600
H 42.52902 -5.28406 -26.94602
H 43.11474 -5.00055 -24.78646
H 42.76801 -3.16112 -24.93931
H 44.34489 -3.90188 -25.37697
C 40.04700 -10.43466 -25.61220
C 41.39589 -10.19300 -26.35045
O 41.60017 -9.15181 -26.96863
N 42.38012 -11.14307 -26.39796
C 42.38129 -12.33135 -25.69012
H 39.22755 -9.77428 -25.89594
H 40.21976 -10.26701 -24.54911
H 39.75897 -11.46266 -25.83209
H 43.23596 -10.98322 -26.90990
H 41.80898 -13.06951 -26.25198
H 41.99900 -12.24980 -24.67262
H 43.41362 -12.67914 -25.65232
C 37.25470 -16.82807 -24.25893
C 36.62597 -15.61040 -24.89242
O 36.45329 -15.58011 -26.09453
N 36.11783 -14.63636 -24.09475
C 35.59458 -13.35546 -24.57254
H 38.14900 -16.63756 -23.66561
H 37.67096 -17.53778 -24.97386
H 36.34950 -17.17239 -23.75879
H 36.00857 -14.81556 -23.10680
H 34.55435 -13.23493 -24.27005
H 35.65051 -13.23884 -25.65484
H 36.19099 -12.61228 -24.04334
C 42.98180 -6.21134 -36.22786
C 43.95288 -6.70363 -37.35965
O 44.99589 -7.24767 -37.00807
N 43.66716 -6.61564 -38.63898
C 42.48862 -6.01388 -39.19474
H 42.93571 -5.12543 -36.14552
H 43.24562 -6.64378 -35.26272
H 41.96724 -6.57593 -36.38859
H 44.35803 -7.07274 -39.21678
H 42.92705 -5.58644 -40.09649
H 42.03496 -5.27155 -38.53804
H 41.73824 -6.67143 -39.63368
C 35.87404 -17.41115 -35.31025
C 35.15571 -18.68160 -35.03772
O 33.90163 -18.69470 -34.88314
N 35.87086 -19.76879 -35.08466
C 35.46259 -21.08311 -34.95392
H 35.50363 -16.58971 -34.69696
H 36.05009 -17.08323 -36.33474
H 36.92129 -17.55398 -35.04383
H 36.87953 -19.77833 -35.13556
H 35.31263 -21.43863 -33.93450
H 36.19320 -21.76945 -35.38198
H 34.70103 -21.14413 -35.73136
C 31.49619 -21.96721 -31.16055
C 32.09668 -21.00920 -30.18932
O 32.35216 -21.31711 -29.10340
N 32.55983 -19.84742 -30.65884
C 33.25202 -18.91968 -29.73391
H 32.13245 -22.03577 -32.04293
H 30.48782 -21.67785 -31.45648
H 31.34407 -22.88636 -30.59476
H 32.50814 -19.66849 -31.65152
H 34.20051 -18.52156 -30.09443
H 33.53413 -19.32041 -28.76029
H 32.71969 -17.97509 -29.62213
C 44.33540 -10.40979 -32.01822
C 43.37521 -11.20953 -32.84638
O 42.49544 -11.87368 -32.34699
N 43.69793 -11.20769 -34.17643
C 42.90382 -11.88681 -35.23620
H 43.63131 -9.92981 -31.33853
H 44.97758 -9.78305 -32.63702
H 44.89479 -11.18588 -31.49584
H 44.31832 -10.43624 -34.37658
H 41.82571 -11.79709 -35.10303
H 43.26041 -12.91475 -35.30171
H 43.24498 -11.29459 -36.08530
C 37.17878 -3.20356 -25.93045
C 35.94749 -2.50583 -25.43832
O 35.91552 -1.27494 -25.48422
N 34.94177 -3.31701 -25.03954
C 33.76974 -3.01523 -24.27625
H 37.76373 -3.63559 -25.11849
H 37.81482 -2.41640 -26.33534
H 37.05893 -3.99684 -26.66830
H 35.04960 -4.28775 -25.29673
H 34.07956 -2.39484 -23.43529
H 33.24211 -3.91436 -23.95802
H 33.05881 -2.47291 -24.89962
C 36.09759 -12.21530 -31.35541
C 36.47004 -10.80755 -31.04877
O 35.75412 -10.11031 -30.32568
N 37.61461 -10.33192 -31.57452
C 38.12436 -8.93728 -31.55361
H 35.57046 -12.15374 -32.30748
H 35.51861 -12.62977 -30.53012
H 36.83000 -13.01309 -31.47872
H 38.21996 -11.06890 -31.90689
H 37.54774 -8.47992 -32.35762
H 39.19031 -9.01903 -31.76608
H 38.01998 -8.53058 -30.54772
C 40.09837 -17.20239 -30.70747
C 40.07611 -17.96850 -31.98476
O 39.38908 -18.96683 -32.09099
N 40.82605 -17.53134 -32.99758
C 40.77551 -18.11554 -34.41370
H 39.40751 -17.73668 -30.05529
H 39.77054 -16.16414 -30.75908
H 40.97123 -17.21765 -30.05479
H 41.44893 -16.73827 -32.94140
H 40.10408 -18.95205 -34.60746
H 41.67227 -18.72316 -34.53509
H 40.53962 -17.38433 -35.18686
C 38.48446 -2.85317 -35.38919
C 37.16858 -2.44931 -34.69130
O 36.48906 -3.16514 -33.90127
N 36.79477 -1.15790 -34.96312
C 35.67693 -0.46078 -34.36178
H 38.35454 -3.61958 -36.15329
H 39.13791 -3.14404 -34.56669
H 38.92445 -2.04943 -35.97953
H 37.45712 -0.63773 -35.52062
H 34.79161 -1.09424 -34.30664
H 35.48184 0.39223 -35.01172
H 35.90583 -0.05425 -33.37667
C 30.87069 -8.73340 -21.32172
C 30.63536 -8.91552 -22.78155
O 29.41012 -8.94309 -23.07242
N 31.66192 -8.81758 -23.65924
C 31.54883 -8.99206 -25.19314
H 31.08400 -9.70240 -20.87044
H 29.96372 -8.35270 -20.85208
H 31.60859 -7.93519 -21.24140
H 32.60926 -8.77806 -23.31127
H 30.70424 -9.59880 -25.51967
H 32.41360 -9.58385 -25.49325
H 31.57023 -8.10014 -25.81934
C 30.29590 -13.48751 -35.62946
C 30.10531 -12.05916 -36.02828
O 31.05451 -11.51818 -36.65211
N 29.01900 -11.43551 -35.49994
C 28.54110 -10.09815 -35.79152
H 29.30342 -13.93013 -35.54486
H 30.84127 -13.47388 -34.68581
H 30.92225 -13.98855 -36.36753
H 28.50823 -11.96839 -34.81054
H 27.82080 -9.82146 -35.02164
H 28.05448 -10.24799 -36.75529
H 29.16673 -9.22219 -35.96290
*
```

Results of the Mulliken charge analysis, in e, for atoms 1 through 99: C -1.0950; C 0.6988; O -0.6481; N -0.1190; C -0.9197; H 0.2724; H 0.3354; H 0.2998; H 0.2579; H 0.3482; H 0.2550; H 0.3139; C -1.1220; C 0.7767; O -0.6789; N -0.1220; C -0.8892; H 0.2986; H 0.3151; H 0.2896; H 0.1977; H 0.3155; H 0.2992; H 0.3209; C -0.9497; C 0.6645; O -0.6374; N -0.1866; C -0.9401; H 0.3248; H 0.3019; H 0.1913; H 0.2734; H 0.3730; H 0.2972; H 0.2874; C -0.9149; C 0.6354; O -0.6160; N -0.1786; C -0.8188; H 0.2777; H 0.3015; H 0.2130; H 0.2438; H 0.3252; H 0.2699; H 0.2633; C -1.0288; C 0.6680; O -0.6686; N -0.1311; C -0.9331; H 0.2954; H 0.3040; H 0.3109; H 0.2644; H 0.3011; H 0.2981; H 0.3197; C -1.0614; C 0.7264; O -0.6230; N -0.1823; C -0.8600; H 0.3106; H 0.2762; H 0.2947; H 0.2122; H 0.3182; H 0.3121; H 0.2753; C -1.1363; C 0.7102; O -0.6746; N -0.1451; C -0.8195; H 0.3198; H 0.2661; H 0.3526; H 0.2406; H 0.3184; H 0.2874; H 0.2809; C -0.7582; C 0.7148; O -0.6902; N -0.0930; C -0.9973; H 0.2670; H 0.2738; H 0.0888; H 0.1918; H 0.2742; H 0.3910; H 0.3383; C -1.0265; C 0.7482; O -0.5858

---

Q:
The following is a quantum chemistry calculation of 16 unconnected molecules or ions with the total composition C48H112N16O16, from the Open Molecules 2025 dataset.

Summary:
E_HOMO   -8.8 eV
LUMO level   0.3 eV
Kohn-Sham gap   9.10 eV

The geometry in ORCA input format:
```
! RIJCOSX wB97M-V def2-TZVPD def2/J DEFGRID3
* xyz 0 1
C -4.60168 1.21293 0.50783
C -3.88495 2.36763 1.09056
O -3.80626 3.47749 0.52753
N -3.27632 2.22963 2.28575
C -3.38127 1.19747 3.33322
H -4.43578 0.27025 0.96908
H -4.51606 1.20422 -0.60137
H -5.66937 1.42491 0.67762
H -2.89077 3.15119 2.55505
H -4.26774 1.27095 4.00437
H -2.53278 1.26647 3.97471
H -3.36980 0.21428 2.92338
C -4.19622 -3.72500 3.34912
C -3.54458 -2.89295 2.30782
O -3.98945 -1.85371 1.87561
N -2.33924 -3.29227 1.88200
C -1.69799 -2.58861 0.81837
H -3.79117 -4.73609 3.37177
H -5.22055 -3.82482 3.11017
H -4.17573 -3.21596 4.33848
H -1.92700 -4.10718 2.31106
H -1.24841 -1.60794 1.16638
H -2.35911 -2.51452 -0.02945
H -0.88141 -3.26265 0.52927
C -3.63308 -4.86011 -1.57688
C -2.42343 -5.09068 -2.46184
O -1.48793 -5.79503 -2.08217
N -2.46018 -4.52258 -3.68620
C -1.33800 -4.49172 -4.58890
H -4.39554 -4.27736 -2.09395
H -3.33741 -4.34297 -0.61152
H -4.07101 -5.73069 -1.19279
H -3.36151 -4.04924 -3.99899
H -0.47049 -4.35440 -4.02289
H -1.56914 -3.62537 -5.30116
H -1.20549 -5.41297 -5.17127
C 5.10131 -5.45337 -0.95380
C 3.89266 -4.47359 -0.92899
O 3.32538 -4.23755 0.11995
N 3.36203 -3.96941 -2.05993
C 2.39149 -2.90032 -2.00439
H 4.97630 -6.33303 -1.55590
H 5.19398 -5.75279 0.12479
H 5.99487 -4.92781 -1.25085
H 3.62972 -4.17765 -3.05428
H 1.69726 -2.98783 -1.15836
H 1.83858 -2.77535 -2.94695
H 2.97022 -1.97487 -1.86430
C -5.16165 -1.25646 -2.42515
C -4.87824 -1.68262 -3.87381
O -4.98735 -2.87137 -4.23045
N -4.47545 -0.67899 -4.70946
C -4.35961 -0.89945 -6.11774
H -6.10796 -1.64392 -2.12127
H -5.05235 -0.22222 -2.31364
H -4.46409 -1.82205 -1.82931
H -4.32633 0.23398 -4.36094
H -4.24185 0.03237 -6.61897
H -5.24177 -1.31943 -6.52502
H -3.53619 -1.60201 -6.37417
C -0.96655 -3.24854 4.94765
C 0.09037 -2.46703 4.22818
O 0.22665 -1.25685 4.44921
N 0.87227 -3.10897 3.38661
C 1.93223 -2.50681 2.65167
H -1.90958 -2.97876 4.52612
H -0.87186 -3.13370 6.06002
H -0.81916 -4.33022 4.73488
H 0.59113 -4.07105 3.23326
H 1.66545 -2.09995 1.68699
H 2.74546 -3.21252 2.54599
H 2.27260 -1.65766 3.23200
C 5.12128 0.96899 -2.15618
C 4.07914 1.80708 -1.47605
O 4.03670 1.95828 -0.28643
N 3.14631 2.33572 -2.32187
C 1.98171 3.07069 -1.96321
H 5.18224 1.25426 -3.17741
H 4.84962 -0.06234 -1.99308
H 6.12749 1.14685 -1.69947
H 3.30559 2.19718 -3.30656
H 1.08516 2.44902 -2.09647
H 1.78256 3.93014 -2.63165
H 2.09894 3.44253 -0.95055
C 0.71378 0.04373 -3.67617
C -0.11806 -0.67541 -4.66804
O -1.08201 -1.36148 -4.38677
N 0.21496 -0.51143 -5.96520
C -0.62983 -0.95014 -7.05081
H 1.49143 0.62952 -4.20131
H 1.26336 -0.62398 -3.09691
H 0.23754 0.63107 -2.86939
H 0.86011 0.20749 -6.20116
H -0.25845 -1.87560 -7.53176
H -0.66772 -0.22423 -7.87377
H -1.62937 -1.16701 -6.68033
C 0.58520 7.87207 0.89092
C 0.85343 6.56299 1.53198
O -0.08464 5.98690 2.09273
N 2.06992 6.08171 1.38641
C 2.53374 4.93028 2.16544
H -0.38882 7.92177 0.47748
H 1.29090 8.04450 0.11954
H 0.58772 8.58729 1.65018
H 2.73943 6.66308 0.92063
H 2.89235 4.05781 1.52352
H 1.67361 4.49255 2.70314
H 3.24903 5.21925 2.87200
C -2.50034 -6.75195 1.61648
C -1.06907 -6.17566 1.70790
O -0.49183 -5.84067 2.76928
N -0.43762 -6.07797 0.57377
C 0.86090 -5.47866 0.43519
H -2.68798 -7.39617 2.46466
H -2.64991 -7.40777 0.78232
H -3.28696 -5.95875 1.52935
H -0.90482 -6.20190 -0.31126
H 1.06911 -5.11070 -0.51127
H 1.64922 -6.22544 0.86896
H 1.06698 -4.64562 1.06630
C -3.43639 7.40698 -0.31105
C -2.38142 6.48920 -0.96187
O -2.14641 6.46170 -2.17105
N -1.80042 5.67106 -0.08519
C -1.01973 4.51447 -0.40831
H -4.40804 6.92754 -0.11479
H -3.64158 8.25650 -1.03270
H -3.07431 7.86506 0.62867
H -2.05858 5.90783 0.84786
H -1.66983 3.80806 -0.97475
H -0.82829 4.04355 0.55382
H -0.10849 4.69320 -0.90101
C 0.34115 3.70464 5.67445
C 0.70533 2.36486 5.05433
O 1.62868 2.28158 4.25498
N 0.00598 1.23552 5.38591
C -0.86693 1.10651 6.47451
H 0.15019 3.91828 6.73535
H -0.64013 4.02921 5.22116
H 1.10150 4.43962 5.40497
H 0.36023 0.34636 5.00302
H -0.41456 1.69514 7.27405
H -0.94194 0.03514 6.77066
H -1.90346 1.43438 6.27131
C -4.79785 3.90618 -2.53264
C -3.78344 3.20981 -3.41328
O -4.03514 2.04861 -3.77397
N -2.54782 3.73774 -3.51458
C -1.49390 3.02217 -4.27315
H -4.60742 3.52316 -1.52803
H -5.80267 3.54850 -2.68849
H -4.80012 5.00606 -2.50965
H -2.24010 4.58197 -3.00170
H -0.48829 3.42217 -4.05491
H -1.73716 3.00174 -5.37769
H -1.56872 2.02570 -3.89982
C 0.77717 1.15407 1.29997
C 0.19504 0.41258 0.11349
O 0.83026 -0.33064 -0.64844
N -1.16301 0.67470 -0.09653
C -1.91231 -0.04549 -1.20550
H 0.71802 0.47278 2.12535
H 0.39241 2.11424 1.47440
H 1.88192 1.26209 1.14572
H -1.65694 1.30601 0.54405
H -1.33222 -0.86520 -1.49517
H -2.07849 0.61478 -2.05348
H -2.88832 -0.42524 -0.95251
C 6.61037 -2.50129 1.16308
C 5.36854 -1.75340 0.57721
O 5.17462 -1.78111 -0.65665
N 4.54864 -1.18746 1.44638
C 4.68623 -0.95581 2.88698
H 6.36647 -3.34757 1.76736
H 7.29691 -1.83566 1.75130
H 7.10678 -2.89497 0.28566
H 3.84426 -0.66028 1.00863
H 3.96367 -0.28323 3.31526
H 5.66720 -0.57720 3.18701
H 4.66448 -1.89272 3.37446
C 7.33072 1.66223 0.73178
C 6.73682 1.84046 2.16621
O 7.37513 1.73150 3.17266
N 5.41128 2.14883 2.16744
C 4.72471 2.41223 3.37336
H 8.40463 1.84447 0.76887
H 6.80610 2.38949 0.13293
H 7.18186 0.66959 0.43296
H 4.97702 2.33464 1.27574
H 3.66028 2.19528 3.18580
H 4.73927 3.47621 3.79591
H 5.11538 1.83626 4.20730
*
```

Results of the Mulliken charge analysis, in e, for atoms 1 through 99: C -0.0226; C 0.2549; O -0.7385; N 0.0904; C 0.2223; H 0.0348; H -0.3144; H 0.4933; H 0.2167; H 0.3586; H -0.2975; H -0.2512; C -1.7663; C 0.3287; O -0.5479; N 1.7890; C 0.5855; H 0.2364; H 0.5471; H 0.3311; H -0.3775; H -0.0051; H -0.9109; H -0.3906; C -0.6143; C 0.9004; O -0.8475; N -0.0771; C -0.7366; H 0.1999; H -0.2240; H 0.4537; H 0.1975; H 0.1594; H 0.1266; H 0.3343; C -1.4683; C 0.6069; O -0.3930; N 0.1374; C 0.1668; H 0.4596; H 0.2644; H 0.3311; H 0.2946; H -0.2604; H 0.0961; H -0.2319; C -0.0934; C 0.7382; O -0.8674; N 0.2631; C -1.0977; H 0.5180; H -0.0506; H -0.3701; H 0.3330; H 0.3963; H 0.3908; H 0.1619; C -1.0822; C 0.6142; O -0.6806; N 0.0035; C -0.9046; H -0.2070; H 0.4805; H 0.3765; H 0.0577; H 0.2391; H 0.3887; H 0.2545; C -0.8666; C 0.5348; O -0.4862; N -0.0373; C 0.0162; H 0.5557; H -0.1513; H 0.1243; H 0.2865; H -0.3614; H 0.5243; H -0.1550; C 1.3902; C 0.3677; O -0.2988; N -0.1777; C -0.6003; H 0.4732; H -0.9156; H -1.1696; H 0.2918; H 0.2796; H 0.3537; H -0.1055; C -1.2413; C 0.9173; O -0.7291

---

If you had to name the least stable structure above, which would it be? It would be P.